C2H10N4S | the ωB97M-V functional and the def2-TZVPD basis

Properties
net charge: +2
gap between HOMO and LUMO: 0.2942 hartree
highest occupied orbital energy: -16.8 eV

Geometry (Å):
C1 0.406 -1.189 0.622
C2 1.477 -1.097 2.751
N1 -0.501 0.416 -2.373
N2 0.590 -0.605 1.691
N3 -1.640 1.122 -2.943
N4 0.166 0.713 1.880
S1 -0.068 -2.204 -0.417
H1 1.444 -0.555 3.665
H2 1.349 -2.144 2.965
H3 2.598 -0.931 2.507
H4 -0.186 -0.416 -2.985
H5 -1.452 1.672 -3.913
H6 -1.741 1.923 -2.288
H7 -2.379 0.379 -3.109
H8 0.290 0.952 2.848
H9 -0.635 1.030 1.316
H10 0.284 0.934 -2.216

---

C4H6N2O | the ωB97M-V functional and the def2-TZVPD basis

Properties
gap between HOMO and LUMO: 0.3008 hartree
highest occupied orbital energy: -8.3 eV

Geometry (Å):
O1 -0.322 -0.400 1.641
C1 -1.079 0.194 0.636
N1 -0.646 1.478 0.311
C2 0.190 0.944 -0.851
C3 -0.081 -0.610 -0.670
C4 0.508 -1.147 0.685
N2 -1.536 -0.541 -0.326
H1 -0.052 1.879 1.032
H2 1.229 1.284 -0.764
H3 -0.235 1.285 -1.797
H4 0.122 -1.216 -1.555
H5 0.307 -2.217 0.771
H6 1.546 -0.909 0.925

---

C5H10ClO3 | the ωB97M-V functional and the def2-TZVPD basis

Properties
net charge: +1
2S+1: 3
gap between HOMO and LUMO (spin up / spin down): 0.1657 / 0.1354 hartree
highest occupied orbital energy (spin up / spin down): -8.4 / -14.6 eV

Geometry (Å):
C1 -0.156 -1.003 -0.884
C2 1.178 -1.283 -0.176
C3 -0.538 1.352 -1.215
C4 -1.540 1.531 -0.163
C5 0.983 -0.816 2.138
O1 -0.014 0.244 -1.578
O2 -0.167 2.400 -1.853
O3 1.407 -0.404 0.909
Cl1 -0.784 -0.526 2.412
H1 -0.330 -1.759 -1.653
H2 -0.982 -0.981 -0.172
H3 1.192 -2.326 0.156
H4 1.997 -1.113 -0.878
H5 -2.445 0.965 -0.392
H6 -1.786 2.586 -0.070
H7 -1.177 1.143 0.800
H8 1.130 -2.005 2.254
H9 1.519 -0.268 2.909
H10 0.512 2.264 -2.544

---

C51H102BClNO7 | the ωB97M-V functional and the def2-TZVPD basis

Properties
net charge: +1
gap between HOMO and LUMO: 0.2146 hartree
highest occupied orbital energy: -10.4 eV

Geometry (Å):
C1 -3.721 -0.330 0.088
C2 -3.437 -0.494 -1.333
C3 -2.420 0.462 -2.150
C4 -2.545 -0.128 -3.649
O1 -1.401 -0.891 -4.080
C5 -1.324 -2.157 -3.426
C6 -2.547 -3.124 -3.262
C7 -2.496 -4.486 -2.541
C8 -3.778 -5.435 -2.349
C9 -1.158 -4.990 -1.954
C10 0.114 -4.081 -2.129
C11 0.028 -2.695 -2.830
C12 1.375 -1.811 -2.966
C13 1.885 -1.708 -4.509
C14 2.581 -2.345 -2.061
C15 -0.935 0.688 -1.543
C16 -0.807 2.147 -0.894
C17 -0.826 1.990 0.709
C18 0.162 2.968 1.510
C19 -0.130 2.756 3.101
C20 0.559 1.362 3.569
C21 1.867 1.572 4.478
C22 2.448 0.143 4.986
C23 3.872 0.259 5.708
C24 4.331 -1.135 6.415
C25 5.098 -2.112 5.379
C26 0.095 3.272 -1.591
C27 1.677 3.073 -1.457
C28 2.229 1.642 -1.915
Cl1 2.440 4.308 -2.631
N1 -2.212 2.665 -1.196
C29 -3.103 1.907 -1.849
B1 -4.641 2.357 -2.258
O2 -5.560 1.409 -2.880
C30 -5.249 3.842 -1.973
C31 -5.526 4.699 -3.308
H1 -2.978 -0.553 0.920
H2 -4.806 -0.013 0.322
H3 -4.036 -1.340 -1.842
H4 -2.611 0.794 -4.347
H5 -3.536 -0.692 -3.827
H6 -3.533 -2.778 -3.710
H7 -4.761 -4.840 -2.262
H8 -3.828 -6.223 -3.172
H9 -3.686 -6.015 -1.357
H10 -1.079 -6.000 -1.435
H11 1.078 -4.523 -1.696
H12 1.097 -0.769 -2.594
H13 1.354 -0.786 -4.952
H14 1.603 -2.674 -5.067
H15 3.029 -1.555 -4.490
H16 2.329 -2.419 -0.938
H17 3.514 -1.667 -2.119
H18 2.956 -3.390 -2.385
H19 -0.289 0.735 -2.481
H20 -0.830 -0.212 -0.841
H21 -1.889 2.151 1.110
H22 -0.545 0.908 1.004
H23 1.229 2.547 1.354
H24 0.106 4.065 1.206
H25 -1.258 2.773 3.285
H26 0.444 3.595 3.625
H27 0.900 0.841 2.607
H28 -0.146 0.683 4.159
H29 2.722 2.115 3.940
H30 1.646 2.161 5.449
H31 1.735 -0.376 5.727
H32 2.538 -0.576 4.087
H33 4.686 0.472 4.919
H34 3.915 1.061 6.530
H35 5.089 -0.938 7.267
H36 3.435 -1.653 6.931
H37 5.992 -1.545 4.917
H38 5.509 -3.057 5.865
H39 4.347 -2.340 4.541
H40 -0.170 4.333 -1.214
H41 -0.135 3.280 -2.724
H42 2.115 3.326 -0.438
H43 2.166 0.849 -1.078
H44 1.738 1.300 -2.890
H45 3.356 1.751 -2.143
H46 -2.483 3.620 -0.890
H47 -5.657 1.635 -3.839
H48 -6.251 3.809 -1.396
H49 -4.485 4.417 -1.347
H50 -5.392 5.833 -3.130
H51 -6.615 4.577 -3.674
H52 -4.844 4.445 -4.191
C32 5.651 1.574 -5.114
C33 4.730 0.731 -5.979
O3 3.354 1.047 -5.814
C34 2.965 2.369 -6.158
C35 3.200 2.707 -7.620
H53 5.331 1.548 -4.069
H54 6.678 1.208 -5.180
H55 5.649 2.620 -5.430
H56 4.841 -0.318 -5.690
H57 5.012 0.795 -7.034
H58 3.455 3.095 -5.501
H59 1.893 2.438 -5.950
H60 4.266 2.750 -7.854
H61 2.766 3.680 -7.861
H62 2.752 1.949 -8.268
C36 -6.200 3.428 3.262
C37 -4.855 2.840 3.654
O4 -4.225 3.534 4.721
C38 -4.919 3.550 5.962
C39 -5.128 2.167 6.555
H63 -6.114 4.502 3.080
H64 -6.581 2.944 2.359
H65 -6.942 3.290 4.053
H66 -4.178 2.913 2.797
H67 -4.943 1.774 3.890
H68 -5.870 4.084 5.862
H69 -4.305 4.137 6.650
H70 -5.819 1.573 5.952
H71 -5.544 2.243 7.562
H72 -4.182 1.621 6.604
C40 -0.744 -7.788 3.966
C41 -0.012 -6.463 3.839
O5 0.420 -6.180 2.514
C42 -0.598 -6.057 1.533
C43 -1.566 -4.919 1.807
H73 -0.155 -8.598 3.528
H74 -0.938 -8.018 5.016
H75 -1.705 -7.765 3.446
H76 0.891 -6.501 4.454
H77 -0.618 -5.638 4.228
H78 -1.129 -7.007 1.411
H79 -0.089 -5.862 0.585
H80 -2.173 -5.115 2.694
H81 -2.246 -4.784 0.961
H82 -1.025 -3.985 1.979
C44 9.833 -4.316 7.940
C45 8.411 -3.913 8.290
O6 7.424 -4.716 7.657
C46 7.432 -6.100 7.980
C47 7.179 -6.378 9.452
H83 9.962 -4.374 6.856
H84 10.545 -3.593 8.344
H85 10.083 -5.297 8.351
H86 8.242 -2.889 7.944
H87 8.259 -3.904 9.374
H88 8.366 -6.565 7.645
H89 6.631 -6.557 7.394
H90 8.006 -6.027 10.074
H91 7.065 -7.451 9.623
H92 6.274 -5.867 9.791
C48 -2.957 5.222 -7.050
C49 -3.883 4.386 -7.917
O7 -5.256 4.714 -7.755
C50 -5.634 6.040 -8.102
C51 -5.392 6.374 -9.564
H93 -3.281 5.200 -6.006
H94 -1.933 4.847 -7.112
H95 -2.949 6.268 -7.367
H96 -3.782 3.337 -7.627
H97 -3.598 4.446 -8.971
H98 -5.139 6.763 -7.445
H99 -6.705 6.118 -7.897
H100 -4.324 6.408 -9.795
H101 -5.817 7.351 -9.807
H102 -5.844 5.620 -10.212

---

C5H6N | the ωB97M-V functional and the def2-TZVPD basis

Properties
net charge: +1
structure (SMILES): C/[NH+]=C\C1=C=C1
gap between HOMO and LUMO: 0.3116 hartree
highest occupied orbital energy: -14.0 eV

Geometry (Å):
C1 -1.298 -0.830 -0.194
N1 -1.017 0.542 -0.201
C2 0.207 1.024 -0.332
C3 1.272 0.208 -0.327
C4 2.382 -0.620 -0.415
C5 2.117 0.062 0.765
H1 -1.864 -1.182 0.620
H2 -2.063 -1.082 -0.887
H3 -0.345 -1.347 -0.216
H4 -1.855 1.083 -0.339
H5 0.456 2.048 -0.314
H6 2.009 0.093 1.840

---

C4H8O2 | the ωB97M-V functional and the def2-TZVPD basis

Properties
gap between HOMO and LUMO: 0.3559 hartree
highest occupied orbital energy: -8.9 eV

Geometry (Å):
C1 -0.276 -1.423 -0.773
C2 0.271 -0.107 0.657
O1 0.225 -0.256 2.061
C3 1.051 1.097 0.119
C4 -0.452 1.017 0.058
O2 -0.993 0.700 -1.191
H1 0.707 -1.729 -1.078
H2 -0.861 -1.369 -1.744
H3 -0.841 -2.083 -0.136
H4 0.994 -0.736 2.407
H5 1.418 1.893 0.783
H6 1.653 0.978 -0.774
H7 -1.062 1.710 0.622
H8 -1.891 0.370 -1.058

---

C24H26CaN4S2Si | the ωB97M-V functional and the def2-TZVPD basis

Properties
gap between HOMO and LUMO (spin up / spin down): 0.1919 / 0.1445 hartree
highest occupied orbital energy (spin up / spin down): -4.9 / -3.6 eV

Geometry (Å):
C1 -2.174 1.365 2.381
C2 -2.221 -0.031 2.124
C3 -1.495 -0.695 3.150
H1 -2.785 -0.523 1.328
C4 -1.004 0.291 4.052
C5 -1.419 1.567 3.576
H2 -1.282 2.520 4.091
H3 -2.714 2.133 1.823
H4 -1.425 -1.774 3.280
H5 -0.492 0.094 4.998
Ca1 0.329 0.696 1.873
C6 1.752 -1.705 -1.932
H6 2.412 -1.793 -1.068
H7 2.362 -1.661 -2.850
H8 1.156 -2.612 -2.162
Si1 0.028 -0.908 -1.494
C7 -0.832 0.326 -2.529
C8 -2.077 0.776 -2.065
H9 -2.591 0.233 -1.268
C9 -2.659 1.914 -2.627
H10 -3.624 2.260 -2.253
C10 -2.012 2.589 -3.670
H11 -2.475 3.477 -4.110
C11 -0.790 2.114 -4.164
H12 -0.296 2.632 -4.987
C12 -0.207 0.970 -3.612
H13 0.729 0.568 -4.011
C13 -0.904 -2.312 -0.734
C14 -2.183 -2.600 -1.224
H14 -2.518 -2.129 -2.151
C15 -3.014 -3.479 -0.521
H15 -4.015 -3.676 -0.895
C16 -2.572 -4.090 0.654
H16 -3.227 -4.770 1.206
C17 -1.286 -3.815 1.132
H17 -0.941 -4.284 2.056
C18 -0.446 -2.943 0.436
H18 0.564 -2.746 0.814
H19 0.315 -0.191 -0.212
H20 1.346 -0.451 -2.117
N1 2.312 -2.292 2.296
C19 2.999 -1.285 1.673
N2 2.526 -0.050 1.563
C20 3.324 0.763 0.737
C21 4.436 0.088 0.266
S1 4.467 -1.577 0.770
C22 2.834 2.078 0.388
C23 3.455 3.053 -0.372
S2 2.448 4.436 -0.617
C24 1.180 3.628 0.309
N3 1.517 2.425 0.755
N4 -0.018 4.206 0.486
H21 2.789 -3.187 2.366
H22 1.635 -2.038 3.016
H23 5.192 0.540 -0.364
H24 4.465 2.966 -0.759
H25 -0.163 5.120 0.077
H26 -0.713 3.789 1.093

---

no.,E_tot (a.u.)
1,-698.6282
2,-340.6042
3,-881.9048
4,-3070.1824
5,-248.4075
6,-307.5205
7,-2912.4989